Density functional theory data (ωB97M-V/def2-TZVPD) for a structure of composition C18H26NO9S2 in a non-equilibrium geometry.

The geometry in XYZ format:
```
56
C18H26NO9S2, DFT ωB97M-V/def2-TZVPD
C 5.300 -0.299 -0.197
C 4.566 -1.254 -1.232
C 5.154 -2.714 -1.219
S 4.748 -3.717 0.265
O 5.985 -3.801 1.076
O 3.698 -3.138 1.113
N 4.419 -5.263 -0.316
S 2.858 -5.734 0.031
O 2.572 -5.838 1.466
O 2.706 -7.088 -0.559
O 3.169 -1.153 -0.961
C 2.372 -1.730 -1.985
C 0.947 -1.986 -1.346
C 0.551 -1.018 -0.308
C -0.732 -1.165 0.399
C -1.583 -2.295 0.041
C -1.187 -3.232 -0.998
C 0.085 -3.099 -1.705
H 4.856 0.731 -0.298
H 6.394 -0.332 -0.419
H 5.090 -0.666 0.848
H 4.799 -0.808 -2.251
H 4.836 -3.266 -2.137
H 6.275 -2.608 -1.232
H 1.910 -4.961 -0.631
H 2.247 -1.076 -2.894
H 2.722 -2.733 -2.346
H 1.180 -0.158 -0.004
H -0.987 -0.438 1.201
H -2.538 -2.410 0.607
H -1.847 -4.084 -1.279
H 0.383 -3.841 -2.476
O -2.123 1.908 1.903
C -1.439 2.357 1.021
O -0.287 1.780 0.597
C 0.337 2.622 -0.385
C -0.780 3.485 -0.935
C -1.693 3.637 0.267
H 1.115 3.212 0.107
H 0.796 2.005 -1.157
H -0.430 4.433 -1.345
H -1.306 2.949 -1.729
H -1.405 4.483 0.895
H -2.737 3.716 -0.028
O -4.731 4.030 -0.600
C -5.248 4.000 0.483
O -5.464 5.102 1.246
C -5.993 4.707 2.521
C -6.603 3.339 2.292
C -5.703 2.761 1.213
H -5.175 4.681 3.245
H -6.734 5.435 2.851
H -6.650 2.732 3.196
H -7.619 3.445 1.904
H -4.830 2.257 1.635
H -6.247 2.094 0.548
```

The total charge is -1. The maximum force comes out at 4.307 eV Å⁻¹. The calculation puts the energy above the lowest of the compared OMol25 structures with the same formula, charge and spin at 219.52 kJ/mol.

These are the Löwdin partial charges, in e, on atoms 1 to 2:
1. C -0.040
2. C -0.408

Density functional theory data (ωB97M-V/def2-TZVPD) for a cluster of 5 separate species, C18H26O15 in total in a non-equilibrium geometry.

The geometry in XYZ format:
```
59
C18H26O15, DFT ωB97M-V/def2-TZVPD
C 2.908 -2.998 -1.503
C 2.442 -3.124 -0.077
C 1.597 -4.363 0.234
O 2.064 -4.856 1.471
C 3.239 -4.206 1.773
O 3.811 -4.334 2.808
O 3.576 -3.410 0.776
H 3.751 -2.304 -1.529
H 2.206 -2.641 -2.252
H 3.304 -3.965 -1.823
H 2.056 -2.170 0.290
H 1.817 -5.093 -0.560
H 0.511 -4.291 0.185
C -3.558 2.940 -0.071
C -3.804 2.432 -1.481
C -3.893 3.572 -2.496
O -3.040 3.172 -3.552
C -2.301 2.121 -3.180
O -1.442 1.617 -3.829
O -2.684 1.683 -1.966
H -3.286 2.197 0.679
H -4.400 3.481 0.362
H -2.724 3.645 -0.143
H -4.654 1.747 -1.525
H -3.508 4.497 -2.066
H -4.935 3.703 -2.784
C -1.834 -4.196 2.548
C -2.646 -3.387 3.549
C -1.769 -2.359 4.292
O -2.110 -1.135 3.578
C -3.175 -1.345 2.773
O -3.641 -0.488 2.062
O -3.610 -2.589 2.849
H -1.552 -3.549 1.710
H -2.407 -5.014 2.105
H -0.906 -4.657 2.887
H -3.260 -3.951 4.251
H -0.708 -2.513 4.126
H -2.029 -2.372 5.349
O 1.694 0.438 -1.992
C 0.924 0.579 -1.103
O 0.274 -0.396 -0.445
C -0.672 0.191 0.454
C -0.157 1.584 0.589
O 0.490 1.818 -0.664
H -1.681 0.006 0.083
H -0.693 -0.326 1.419
H 0.505 1.818 1.422
H -1.034 2.233 0.603
O 5.676 4.359 -4.173
C 4.982 4.243 -3.226
O 5.210 3.366 -2.243
C 4.214 3.398 -1.224
C 3.295 4.512 -1.754
O 3.881 4.994 -2.957
H 3.632 2.480 -1.232
H 4.645 3.737 -0.288
H 3.107 5.307 -1.031
H 2.304 4.162 -2.056
```

The maximum force comes out at 2.246 eV Å⁻¹. The calculation puts the energy above the lowest of the compared OMol25 structures with the same formula, charge and spin at 89.39 kJ/mol.

These are the Löwdin partial charges, in e, on atoms 1 to 2:
1. C -0.017
2. C -0.290

Density functional theory data (ωB97M-V/def2-TZVPD) for a structure of composition C18H27AuO2 in a non-equilibrium geometry.

The geometry in XYZ format:
```
48
C18H27AuO2, DFT ωB97M-V/def2-TZVPD
Au -0.127 0.167 1.596
C 1.983 0.362 1.346
C 2.389 -0.486 0.211
C 2.551 0.311 -0.918
H 2.491 -1.569 0.279
C 2.308 1.695 -0.556
C 1.948 1.741 0.788
H 1.626 2.630 1.338
H 2.186 0.116 2.396
H 2.861 -0.020 -1.915
H 2.457 2.543 -1.235
C -2.358 0.184 1.191
C -1.896 1.536 1.563
C -1.457 2.179 0.335
H -1.920 1.956 2.561
C -1.660 1.277 -0.743
C -2.182 0.047 -0.242
H -2.470 -0.813 -0.833
H -2.923 -0.498 1.825
H -1.120 3.206 0.246
H -1.511 1.506 -1.806
O 0.250 -2.222 -0.511
C -0.267 -0.435 -5.153
C 0.243 -1.467 -4.340
C 0.520 0.762 -4.718
C -1.719 -0.382 -4.813
C 0.480 -2.444 -1.696
H 1.320 -1.596 -4.165
H -0.293 -2.413 -4.225
H -0.203 -3.032 -2.403
H 1.412 -2.326 -2.308
H 0.744 1.594 -5.363
H 1.474 0.399 -4.308
H -0.033 1.147 -3.829
H -2.530 -0.335 -5.529
H -1.810 0.469 -4.107
H -1.923 -1.272 -4.188
C -1.624 -3.652 1.990
C -0.460 -2.824 2.528
C 0.811 -3.572 2.887
O 0.246 -1.953 1.686
H -1.311 -4.346 1.213
H -2.398 -3.017 1.560
H -2.146 -4.270 2.734
H -0.858 -2.184 3.329
H 1.041 -4.192 2.025
H 1.651 -2.879 2.895
H 0.888 -4.169 3.781
```

The total charge is -2. As for the expectation value of S²: 2.0252. The maximum force comes out at 3.560 eV Å⁻¹. The multiplicity is 3. The total energy is -987.8543 a.u.

These are the Löwdin partial charges, in e, on atoms 1 to 2:
1. Au 1.045
2. C -0.355

Density functional theory data (ωB97M-V/def2-TZVPD) for a structure of composition C18H27BCl2N6O2Ru in a non-equilibrium geometry.

The geometry in XYZ format:
```
57
C18H27BCl2N6O2Ru, DFT ωB97M-V/def2-TZVPD
Ru 0.037 0.356 0.147
C -1.101 -2.657 1.652
C -1.205 -2.577 0.165
C -1.685 -3.497 -0.770
C -1.536 -2.896 -2.006
C -1.886 -3.424 -3.359
N -0.995 -1.680 -1.812
N -0.793 -1.491 -0.487
B -0.583 -0.596 -2.831
N 0.911 -0.353 -2.644
N 1.390 -0.387 -1.380
C 2.721 -0.539 -1.463
C 3.616 -0.726 -0.280
C 3.087 -0.570 -2.811
C 1.915 -0.456 -3.528
C 1.711 -0.447 -5.007
N -1.346 0.673 -2.480
N -1.565 0.955 -1.170
C -2.550 1.873 -1.135
C -3.213 2.355 0.113
C -2.917 2.197 -2.440
C -2.137 1.411 -3.264
C -2.124 1.339 -4.756
H -1.305 -3.665 2.004
H -1.818 -1.983 2.125
H -0.101 -2.372 1.978
H -2.092 -4.478 -0.580
H -2.318 -4.417 -3.260
H -1.004 -3.494 -3.996
H -2.612 -2.781 -3.857
H -0.827 -0.952 -3.946
H 3.050 -0.990 0.608
H 4.205 0.170 -0.078
H 4.319 -1.534 -0.482
H 4.083 -0.683 -3.207
H 2.675 -0.513 -5.506
H 1.222 0.473 -5.329
H 1.092 -1.284 -5.331
H -2.935 1.745 0.963
H -4.294 2.286 -0.009
H -2.977 3.400 0.315
H -3.681 2.893 -2.746
H -2.791 2.097 -5.159
H -2.455 0.363 -5.112
H -1.123 1.517 -5.149
Cl -1.062 1.247 2.496
C -0.755 2.988 2.221
Cl -0.242 3.253 0.549
H 0.035 3.304 2.889
H -1.675 3.530 2.396
C 3.384 2.807 1.634
O 2.680 2.230 0.495
C 1.901 1.218 0.701
O 1.696 0.666 1.772
H 2.991 3.811 1.764
H 4.435 2.850 1.370
H 3.232 2.201 2.520
```

The total charge is +1. As for the expectation value of S²: 0.7580. The maximum force comes out at 2.894 eV Å⁻¹. The multiplicity is 2. The calculation puts the energy above the lowest of the compared OMol25 structures with the same formula, charge and spin at 249.58 kJ/mol.

These are the Löwdin partial charges, in e, on atoms 1 to 2:
1. Ru 1.162
2. C -0.025